# 1
{
  "formula": "C4H6ClF",
  "method": "wB97M-V/def2-TZVPD",
  "homo_ev": -10.00,
  "e_above_lowest_kcal_mol": 22.27,
  "smiles": "C[C@@H]1[C@@H](F)[C@H]1Cl",
  "orbital_gap_ha": 0.4057,
  "fmax_ha_per_bohr": 0.0647,
  "elements": ["Cl", "F", "C", "C", "C", "C", "H", "H", "H", "H", "H", "H"],
  "coordinates": [[1.099, -0.091, -2.624], [-1.163, -1.459, -1.337], [-0.240, -1.064, -0.438], [-0.261, 0.819, 1.310], [0.923, -0.313, -0.894], [-0.266, 0.389, -0.228], [-0.008, 1.846, 1.385], [-0.848, 1.016, -0.842], [1.835, -0.387, -0.362], [0.466, 0.246, 1.896], [-1.274, 0.599, 1.626], [-0.263, -1.601, 0.507]],
  "nbo_charge": [-0.01, -0.33, 0.17, -0.60, -0.26, -0.25, 0.21, 0.23, 0.23, 0.20, 0.22, 0.18]
}

# 2
{
  "formula": "C4H6ClF",
  "method": "wB97M-V/def2-TZVPD",
  "homo_ev": -10.29,
  "e_above_lowest_kcal_mol": 12.91,
  "smiles": "C=C(CF)CCl",
  "orbital_gap_ha": 0.4125,
  "fmax_ha_per_bohr": 0.0487,
  "elements": ["Cl", "F", "C", "C", "C", "C", "H", "H", "H", "H", "H", "H"],
  "coordinates": [[1.937, -0.197, -0.252], [-1.293, -1.542, 0.468], [-1.381, -0.641, -0.541], [-0.654, 0.590, -0.073], [-1.288, 1.756, -0.067], [0.576, 0.478, 0.695], [-2.165, 1.782, -0.599], [0.980, 1.368, 1.081], [-2.427, -0.415, -0.778], [0.442, -0.156, 1.513], [-0.910, -1.069, -1.420], [-0.737, 2.621, 0.200]],
  "nbo_charge": [-0.09, -0.36, 0.03, -0.04, -0.35, -0.38, 0.19, 0.22, 0.17, 0.23, 0.18, 0.20]
}

# 3
{
  "formula": "C4H6ClFN3",
  "method": "wB97M-V/def2-TZVPD",
  "homo_ev": -14.16,
  "e_above_lowest_kcal_mol": 0.00,
  "orbital_gap_ha": 0.3557,
  "fmax_ha_per_bohr": 0.0909,
  "charge": 1,
  "elements": ["Cl", "F", "N", "N", "N", "C", "C", "C", "C", "H", "H", "H", "H", "H", "H"],
  "coordinates": [[2.988, -0.651, 1.302], [1.092, -1.534, -2.359], [-1.445, -0.609, -0.949], [0.634, -0.485, 0.110], [1.133, 1.093, 1.823], [-0.611, -0.045, -0.035], [-1.047, 1.088, 0.743], [1.470, 0.204, 1.005], [-0.099, 1.567, 1.659], [-1.171, -1.465, -1.369], [0.907, -1.267, -0.593], [-2.375, -0.309, -1.121], [-1.982, 1.576, 0.720], [-0.276, 2.565, 2.282], [0.781, -1.728, -3.217]],
  "nbo_charge": [0.09, -0.58, -0.74, -0.55, -0.43, 0.49, -0.33, 0.47, 0.13, 0.41, 0.49, 0.43, 0.27, 0.25, 0.60]
}